# 1
Computed, not measured: C45H86CuN3O16 as an isolated structure at a distorted geometry, with the ωB97M-V functional and the def2-TZVPD basis.

```
151
Properties=species:S:1:pos:R:3:forces:R:3
Cu -0.8563 0.9121 1.1271 -1.2 0.0 -0.2
C -5.4217 1.2275 1.8683 0.1 -0.5 -0.2
C -4.5557 0.5489 0.8031 0.4 0.9 0.3
O -3.2510 1.0983 0.7148 0.2 -0.4 -0.3
H -5.0692 0.9991 2.8741 0.3 0.6 0.1
H -6.4286 0.8114 1.8353 -0.2 0.0 -0.2
H -5.4885 2.2834 1.6060 0.1 0.1 0.5
H -5.1937 0.6563 -0.0741 0.3 0.4 -1.0
H -4.6669 -0.5265 0.9419 0.8 -0.7 0.4
C -5.5299 -1.9942 -3.3926 -0.3 0.7 -0.2
C -4.4750 -0.8534 -3.3633 -1.8 -0.6 -0.2
C -3.1783 -1.1928 -2.6882 0.8 -2.4 -0.4
O -2.4237 -1.6897 -3.8490 1.1 0.8 1.0
C -2.8739 -1.1225 -4.9501 0.1 -0.3 -3.0
O -2.3134 -1.1743 -6.0378 -1.1 0.4 2.2
O -4.1077 -0.5925 -4.7350 1.0 0.4 0.1
H -6.2324 -1.7998 -4.2031 0.2 0.3 -0.3
H -6.1896 -1.9211 -2.5281 0.4 -0.3 0.4
H -5.1652 -3.0035 -3.5835 0.4 0.1 0.3
H -4.9835 0.0249 -2.9656 0.3 0.2 -0.1
H -3.1998 -2.1395 -2.1485 -0.6 0.3 0.7
H -2.6290 -0.4856 -2.0667 -0.2 0.4 -0.5
C -4.3361 5.2295 -2.6508 0.6 -0.1 -0.6
C -4.6998 3.7742 -2.7241 1.1 0.9 0.2
C -5.0518 3.1927 -1.3981 0.3 -1.0 -0.7
O -6.3374 2.6113 -1.6877 -0.2 -0.6 1.0
C -6.7066 2.7966 -2.9687 -2.4 -0.2 -0.5
O -7.7282 2.3164 -3.4618 3.0 1.3 1.1
O -5.8488 3.6753 -3.5421 -1.0 -1.0 -0.5
H -5.0714 5.7928 -2.0763 -0.3 0.0 -0.4
H -4.2759 5.4761 -3.7108 0.0 1.0 0.2
H -3.3866 5.4378 -2.1576 0.2 -0.4 -0.1
H -3.9207 3.1353 -3.1400 0.2 0.4 -0.5
H -4.9931 3.9351 -0.6022 -0.8 -0.3 0.2
H -4.3033 2.4137 -1.2533 -0.5 -0.2 0.9
C -3.7490 -3.9887 1.2183 -0.1 1.2 -0.6
C -3.7988 -5.0740 0.1212 -1.5 0.6 2.3
C -5.1877 -5.3557 -0.4477 0.1 -1.9 1.1
O -4.9099 -5.7190 -1.8116 -0.7 0.6 0.3
C -3.7588 -5.1565 -2.1454 1.0 1.2 -1.7
O -3.3634 -5.0293 -3.2874 -0.3 -0.3 2.3
O -3.1412 -4.6493 -1.0181 1.2 0.0 -2.0
H -2.7308 -3.6906 1.4684 0.2 -0.4 0.0
H -4.3087 -4.1072 2.1460 0.1 -1.0 0.0
H -4.1851 -3.0483 0.8814 -0.1 0.1 -0.6
H -3.3786 -5.9603 0.5967 0.4 -0.4 -0.6
H -5.8907 -4.5452 -0.2554 0.0 0.1 -0.8
H -5.5722 -6.2915 -0.0420 -0.3 0.3 0.4
C -0.0913 -4.4714 -2.9378 0.6 0.0 -0.4
C 0.6220 -3.8938 -1.7384 0.0 -1.1 -0.5
C 1.4837 -2.6346 -1.9926 -1.3 -2.6 -0.1
O 1.0130 -1.7301 -1.0183 -1.0 0.5 0.7
C -0.1243 -2.2213 -0.3868 -0.3 -0.4 0.3
O -0.8360 -1.6063 0.3918 1.7 -0.8 -1.5
O -0.3206 -3.5321 -0.7489 -0.1 2.2 1.0
H 0.6690 -4.8995 -3.5911 0.2 0.0 -0.1
H -0.5868 -3.7063 -3.5356 -0.4 0.0 0.2
H -0.7466 -5.3039 -2.6818 -0.2 0.3 0.1
H 1.2888 -4.6576 -1.3381 -0.3 -0.2 0.4
H 1.2596 -2.4045 -3.0342 0.5 1.1 0.2
H 2.4581 -3.0872 -1.8085 0.6 1.5 -0.1
C 5.7761 1.5213 0.9897 -0.9 0.0 0.6
C 5.8008 0.4281 -0.0802 1.2 -0.8 -0.7
C 6.0883 1.0968 -1.4542 -1.8 -0.3 0.8
C 6.5863 0.1984 -2.5362 0.0 0.4 -1.0
C 7.8038 -0.5276 -2.1043 0.7 0.4 1.2
C 7.5782 -1.3624 -0.7833 -1.0 0.4 0.3
N 6.8931 -0.5118 0.2746 1.2 2.3 -2.2
O 6.6538 -1.0831 1.5178 0.1 -0.9 -0.6
C 6.7817 -2.6167 -1.1766 -0.5 -0.8 -0.3
C 8.9170 -1.7544 -0.2073 0.5 -0.5 0.1
C 4.4445 -0.3119 -0.2557 -0.7 0.2 0.5
H 6.7104 1.8927 1.4108 0.5 -0.6 -0.6
H 5.2284 1.1491 1.8555 -0.2 0.2 0.1
H 5.2968 2.4211 0.6041 -0.4 -0.1 0.0
H 5.0737 1.3903 -1.7232 -0.1 0.5 -0.3
H 6.6556 2.0266 -1.4118 0.4 -0.2 0.3
H 6.7906 0.9033 -3.3421 0.4 -0.2 -0.4
H 5.9157 -0.5193 -3.0088 -0.7 0.1 0.5
H 8.5601 0.2262 -1.8852 0.3 0.0 0.2
H 8.1756 -1.0887 -2.9616 0.2 -0.6 0.5
H 5.6982 -2.5450 -1.2713 -0.1 0.8 0.0
H 7.1131 -2.9324 -2.1659 0.1 -0.2 0.0
H 6.8595 -3.4927 -0.5327 0.6 0.1 0.3
H 8.8270 -2.2088 0.7793 -0.2 0.0 0.0
H 9.3706 -2.5046 -0.8550 0.2 0.0 -0.1
H 9.6026 -0.9151 -0.0904 -0.2 0.1 -0.2
H 4.2979 -0.8645 -1.1837 0.5 0.3 -0.3
H 3.6233 0.4026 -0.1998 -0.1 0.2 -0.1
H 4.1698 -1.0472 0.5006 0.5 0.0 0.5
H 6.1471 -1.8473 1.2335 -0.5 -0.7 0.8
C -1.0292 4.0276 1.7803 0.4 0.4 -1.4
C -0.1605 4.1029 0.4081 0.7 -0.3 1.3
C 1.3563 3.5793 0.6734 -1.5 -0.1 -0.1
C 2.1710 3.3314 -0.6104 -0.9 -0.1 1.6
C 1.3849 2.3351 -1.4533 0.1 0.5 -1.3
C -0.0614 2.7584 -1.8107 -0.3 1.6 -0.9
N -0.7703 3.1674 -0.5699 3.3 -1.8 1.4
O -2.0966 3.3700 -0.7205 -1.3 0.7 -0.7
C -0.0136 3.9930 -2.8097 0.5 -0.9 -0.4
C -0.8103 1.5118 -2.4773 0.3 0.3 1.0
C -0.0991 5.5624 -0.0761 0.3 0.5 0.2
H -1.9379 4.6253 1.7092 0.1 0.3 -0.3
H -0.4711 4.3991 2.6397 0.2 0.0 -0.1
H -1.4593 3.0546 2.0176 0.4 -0.5 -0.2
H 1.8858 4.1175 1.4595 -0.1 0.8 -0.3
H 1.3048 2.6015 1.1522 -0.5 -0.4 0.0
H 3.0929 2.8795 -0.2444 0.3 0.0 -0.4
H 2.4179 4.2597 -1.1256 -0.1 -0.1 -0.2
H 1.4027 1.3065 -1.0933 -0.1 0.0 0.6
H 1.9387 2.3000 -2.3915 -0.2 -0.3 -0.4
H 0.7377 4.7750 -2.6998 0.3 -0.3 0.9
H 0.2963 3.5544 -3.7583 -0.6 0.1 -0.5
H -0.9365 4.5714 -2.8540 -0.3 -0.6 -0.2
H -0.1901 0.8620 -3.0947 0.7 0.2 0.3
H -1.1624 0.9298 -1.6255 0.1 -0.3 0.1
H -1.6916 1.6021 -3.1123 -0.1 1.1 0.2
H 0.6760 5.6853 -0.8326 -0.2 0.0 -0.1
H 0.1818 6.2699 0.7041 0.3 -0.3 0.5
H -1.0308 6.0166 -0.4134 -0.2 -0.6 -0.4
H -2.3819 2.5932 -0.2338 -1.9 -0.7 0.4
C 2.2793 0.0229 5.1621 -0.9 -0.6 0.1
C 1.5217 -0.7978 4.0413 1.6 1.2 -0.7
C 1.3817 -2.2550 4.4832 -1.6 -0.6 0.5
C 0.2351 -2.5558 5.5111 2.3 1.3 0.5
C -1.0188 -1.9451 4.9920 -0.1 -1.1 -1.7
C -0.9774 -0.4532 4.5787 -0.9 0.1 -0.9
N 0.2214 -0.1937 3.7020 -1.0 -5.2 0.8
O 0.2961 1.0271 3.1577 0.0 1.6 -0.1
C -2.2589 -0.1766 3.7345 0.9 -0.6 -0.6
C -1.0902 0.4370 5.7953 0.4 -0.2 1.5
C 2.4020 -0.8194 2.7403 0.4 -0.1 0.5
H 3.2682 -0.4078 5.3188 -0.1 0.1 0.1
H 1.6705 -0.0487 6.0634 0.2 -0.5 0.4
H 2.3665 1.1077 5.1012 0.2 0.1 -1.0
H 1.0658 -2.8796 3.6476 0.0 0.3 -0.6
H 2.3082 -2.7457 4.7811 0.3 0.6 0.3
H 0.4226 -2.1005 6.4835 0.5 -0.2 0.3
H 0.2994 -3.6401 5.6014 -0.8 0.0 0.3
H -1.8895 -2.2235 5.5857 -0.1 0.6 0.2
H -1.0987 -2.5320 4.0770 -0.8 0.3 -0.6
H -3.1262 -0.7304 4.0939 -0.1 0.4 0.6
H -2.4482 0.8919 3.6318 -0.2 -0.1 0.0
H -2.1411 -0.6144 2.7432 0.2 0.2 -0.3
H -0.7238 -0.1195 6.6579 0.3 0.2 0.2
H -0.5351 1.3748 5.7795 0.0 0.1 -0.3
H -2.1247 0.6572 6.0587 0.0 0.1 -0.3
H 3.3461 -1.3329 2.9221 0.1 -0.1 0.5
H 2.7235 0.1616 2.3903 -0.4 0.2 0.0
H 1.9903 -1.4110 1.9226 -0.6 0.3 0.0
H 0.4297 1.5480 3.9530 0.1 1.6 -0.2
```
Positions in Å, forces in eV/Å.

The molar mass comes out at 988.734 g/mol. As for the frontier orbital gap: 7.61 eV.

***

# 2
Computed, not measured: CH4CsN2O5S as an isolated structure at a distorted geometry, with the ωB97M-V functional and the def2-TZVPD basis.

```
14
Properties=species:S:1:pos:R:3:forces:R:3
Cs -20.4906 17.6442 14.6427 0.8 1.0 0.7
S -17.9685 20.3111 16.3607 0.6 0.0 -0.2
O -17.9115 21.5066 17.2248 -0.1 -0.2 -0.1
O -17.1317 19.2046 16.9034 -0.1 0.1 -0.1
O -19.3920 19.8126 16.2993 -1.1 -0.7 -0.4
O -17.5494 20.6405 14.9674 -0.1 -0.2 0.1
C -23.4918 17.3535 17.4540 -0.1 0.1 0.4
O -22.6491 17.3955 16.5769 0.1 -0.3 -0.4
N -24.1112 16.1715 17.8045 0.3 0.9 -0.1
N -23.8369 18.4684 18.1556 -0.4 -0.5 -0.1
H -23.7803 15.3717 17.3024 -0.3 -0.2 0.1
H -24.9134 16.1533 18.4033 0.0 -0.3 0.0
H -24.5203 18.4350 18.8881 0.1 0.2 0.0
H -23.4087 19.3366 17.8885 0.1 0.0 0.1
```
Positions in Å, forces in eV/Å.

As for the energy relative to the best compared isomer or geometry (same formula, charge and spin): 32.92 kcal/mol. As for the charge: -1. The molar mass comes out at 289.024 g/mol. As for the frontier orbital gap: 3.67 eV.

***

# 3
Computed, not measured: an isolated ion of composition C2H3O3S and charge -1 at a distorted geometry, with the ωB97M-V functional and the def2-TZVPD basis.

```
9
Properties=species:S:1:pos:R:3:forces:R:3
C -1.3366 0.3056 0.1310 -3.3 2.3 2.6
C -0.4620 -0.5647 -0.2809 0.4 0.6 -0.9
O 1.2222 1.3529 0.6343 -0.6 -1.5 -0.6
O 1.8124 -0.0208 -1.2996 0.3 0.4 -2.0
O 1.7528 -1.1170 0.8558 -1.0 2.4 -1.0
S 1.2032 0.0196 -0.0089 2.2 -2.9 3.7
H -2.4638 0.3993 -0.0709 1.6 -0.9 0.1
H -1.0505 1.0423 0.9805 -0.1 -0.9 -2.0
H -0.6777 -1.4171 -0.9413 0.5 0.5 0.3
```
Positions in Å, forces in eV/Å.

As for the energy relative to the best compared isomer or geometry (same formula, charge and spin): 37.89 kcal/mol. As for the charge: -1. The molar mass comes out at 107.110 g/mol. As for the SMILES: C=CS(=O)(=O)[O-]. As for the frontier orbital gap: 8.70 eV.

***

# 4
Computed, not measured: a 2-piece molecular cluster, C7H11N2O3 overall at a distorted geometry, with the ωB97M-V functional and the def2-TZVPD basis.

```
23
Properties=species:S:1:pos:R:3:forces:R:3
C 1.2485 -0.2137 1.0727 -0.3 0.3 0.5
C 2.8321 1.0683 0.0106 -0.2 0.3 -2.6
C 2.2879 0.2170 -2.2319 -0.4 -0.3 1.8
C 0.9842 -0.3965 -0.3132 -1.4 -0.6 0.4
C 0.1714 -1.5436 -0.8992 2.4 0.7 -2.0
C -2.0661 0.1961 1.9733 -3.0 -3.9 0.4
C -1.0773 1.1901 0.2333 1.9 1.4 0.6
N 2.3065 0.7734 1.1744 -0.1 -0.1 1.7
N 2.0253 0.2118 -0.9503 -0.1 0.0 -3.4
O 0.6717 -0.6560 2.0323 0.2 -0.1 0.4
O 3.6055 1.8143 -0.4775 0.8 0.5 0.8
O -1.9992 0.3410 0.5221 2.3 2.3 -0.1
H 1.9115 -0.2947 -3.0682 -1.9 -1.5 0.1
H 3.0006 0.7883 -2.6815 2.6 2.1 0.2
H -0.8367 -1.4861 -0.5213 -0.4 -0.3 -0.4
H 0.6742 -2.4503 -0.5647 -0.4 -0.3 0.0
H 0.3403 -1.5327 -2.0894 -1.1 0.0 2.8
H -2.3072 -0.9196 2.0136 -0.3 1.5 0.5
H -2.9316 0.7981 2.2842 0.6 -0.2 0.1
H -1.1725 0.2122 2.5522 0.8 1.0 -0.2
H -1.0702 1.7687 -0.7459 -0.1 -1.3 1.1
H -0.4092 1.6325 1.1402 -1.8 -1.0 -2.3
H 2.5501 1.2992 2.0136 -0.1 -0.5 -0.2
```
Positions in Å, forces in eV/Å.

As for the energy relative to the best compared isomer or geometry (same formula, charge and spin): 83.24 kcal/mol. As for the charge: +1. The molar mass comes out at 171.176 g/mol. As for the frontier orbital gap (spin up / spin down): 6.79 / 6.79 eV.